Computed, not measured: a 9-piece molecular cluster, C36H76N10O19S2 overall, with ωB97M-V/def2-TZVPD.

ORCA input file:
```
! wB97M-V def2-TZVPD RIJCOSX def2/J DEFGRID3
* xyz 0 1
C 3.78 -5.85 0.85
C 4.96 -5.80 -0.24
C 4.93 -4.34 -0.97
C 6.33 -3.58 -0.73
C 6.21 -2.92 0.76
C 6.39 -1.33 0.59
C 5.61 -0.49 1.74
C 4.99 0.86 1.13
N 3.50 0.81 0.92
C 2.90 1.41 2.14
C 1.31 1.18 2.22
C 0.46 2.49 2.54
C 0.23 3.45 1.28
C -0.56 2.76 0.06
C -0.23 3.61 -1.26
C -1.15 3.23 -2.51
C -0.42 2.24 -3.56
C 3.14 1.58 -0.31
S 3.66 3.15 -0.45
S 2.14 0.75 -1.65
C 3.10 -0.79 -2.00
C 2.24 -2.01 -2.57
C 0.68 -1.96 -2.22
C 0.32 -1.95 -0.67
C -1.28 -1.96 -0.52
C -1.61 -3.13 0.55
C -1.41 -2.64 2.08
C -1.07 -3.88 3.06
O -0.54 -3.59 4.15
C -3.10 -3.71 0.48
N -4.05 -2.81 -0.27
C -4.61 -1.79 0.70
O -0.50 -4.06 0.29
C 0.65 -3.24 0.22
O 1.76 -3.34 0.75
H 3.64 -6.88 1.33
H 2.81 -5.66 0.27
H 3.95 -5.04 1.64
H 5.97 -5.94 0.28
H 4.80 -6.56 -1.07
H 4.12 -3.66 -0.54
H 4.80 -4.44 -2.11
H 7.23 -4.28 -0.81
H 6.45 -2.79 -1.53
H 5.19 -3.08 1.22
H 7.00 -3.39 1.43
H 7.52 -1.12 0.64
H 6.01 -1.00 -0.44
H 6.43 -0.20 2.49
H 4.81 -1.13 2.25
H 5.55 1.04 0.15
H 5.28 1.71 1.82
H 3.22 2.50 2.30
H 3.34 0.84 3.03
H 1.11 0.45 3.08
H 0.98 0.62 1.28
H 1.08 3.10 3.30
H -0.51 2.23 3.09
H -0.40 4.35 1.60
H 1.20 3.86 0.84
H -1.69 2.77 0.21
H -0.24 1.68 -0.12
H 0.88 3.58 -1.47
H -0.47 4.70 -0.98
H -2.19 2.84 -2.21
H -1.35 4.20 -3.09
H 0.64 2.62 -3.74
H -0.36 1.18 -3.14
H -0.96 2.19 -4.55
H 3.89 -0.51 -2.78
H 3.68 -1.08 -1.05
H 2.40 -2.02 -3.70
H 2.74 -2.96 -2.18
H 0.22 -2.91 -2.67
H 0.17 -1.09 -2.77
H 0.72 -1.10 -0.03
H -1.90 -2.09 -1.47
H -1.47 -1.00 0.08
H -2.37 -2.17 2.51
H -0.61 -1.83 2.18
H -1.37 -4.92 2.73
H -3.12 -4.70 -0.11
H -3.54 -3.84 1.54
H -4.85 -3.43 -0.46
H -5.29 -1.04 0.18
H -3.77 -1.20 1.18
H -5.23 -2.39 1.47
C -0.63 8.18 -3.77
N -0.51 7.02 -2.85
O 0.61 6.65 -2.55
O -1.55 6.53 -2.45
H 0.36 8.52 -4.04
H -1.18 7.85 -4.65
H -1.18 8.96 -3.24
C -4.80 -0.43 4.45
N -5.94 -0.02 3.60
O -6.63 -0.90 3.13
O -6.11 1.18 3.44
H -4.77 -1.51 4.51
H -3.89 -0.04 3.99
H -4.95 0.00 5.44
C -4.42 8.73 -1.04
N -3.99 9.64 -2.13
O -4.62 9.61 -3.17
O -3.02 10.35 -1.90
H -5.28 8.16 -1.39
H -3.59 8.07 -0.82
H -4.68 9.34 -0.19
C 2.70 -6.18 -5.19
N 3.95 -5.70 -4.56
O 4.20 -4.50 -4.65
O 4.64 -6.53 -4.00
H 2.19 -5.34 -5.66
H 2.97 -6.93 -5.94
H 2.08 -6.62 -4.40
C -8.96 9.10 -1.44
N -7.75 8.62 -0.74
O -6.90 9.44 -0.45
O -7.69 7.42 -0.50
H -8.88 10.18 -1.59
H -9.02 8.59 -2.40
H -9.82 8.86 -0.82
C 4.20 -9.85 0.09
N 3.63 -9.46 -1.23
O 3.79 -10.23 -2.16
O 3.06 -8.39 -1.28
H 4.68 -10.82 -0.01
H 4.92 -9.09 0.38
H 3.37 -9.90 0.80
C 2.28 -2.56 3.86
N 3.53 -2.10 4.52
O 3.79 -0.91 4.46
O 4.20 -2.95 5.07
H 1.78 -1.71 3.41
H 2.56 -3.29 3.09
H 1.65 -3.01 4.62
C -8.80 4.77 2.45
N -9.99 5.16 1.65
O -10.67 4.26 1.17
O -10.20 6.35 1.51
H -8.74 3.68 2.48
H -7.92 5.19 1.97
H -8.94 5.18 3.45
*
```

Kohn-Sham gap (eV): 8.0
LUMO energy (eV): -0.4
Electronic energy (eV): -114009.6787
Max |F| (hartree/bohr): 0.076
E_HOMO (eV): -8.410
SMILES: CCCCCCCCN(CCCCCCCC)C(=S)SCCC[C@H]1C[C@@](CC=O)(CNC)OC1=O.C[N+](=O)[O-].C[N+](=O)[O-].C[N+](=O)[O-].C[N+](=O)[O-].C[N+](=O)[O-].C[N+](=O)[O-].C[N+](=O)[O-].C[N+](=O)[O-]
Energy relative to the best compared isomer or geometry (same formula, charge and spin) (kcal/mol): 146.31

Here are the Mulliken charges for atoms 1 to 6, given in e:
1. C -0.551
2. C -0.507
3. C 1.554
4. C -1.276
5. C 0.305
6. C -0.977